Entry 1:
The following is a DFT calculation (the ωB97M-V functional and the def2-TZVPD basis) of the molecule C17H25N5O3 in a non-equilibrium geometry.

```
! wB97M-V def2-TZVPD RIJCOSX def2/J DEFGRID3
* xyz 0 1
C -3.70 -2.27 -0.55
C -4.39 -0.97 -0.34
C -5.70 -0.68 -0.63
C -6.21 0.60 -0.36
N -5.51 1.57 0.16
C -4.25 1.31 0.45
N -3.31 2.07 0.98
C -2.24 1.28 1.05
C -0.91 1.72 1.55
O -0.45 2.82 1.42
O -0.29 0.69 2.14
C 1.05 0.90 2.56
C 2.11 0.94 1.45
O 3.07 1.67 1.63
N 1.95 0.21 0.32
C 1.05 -0.90 0.13
C 1.61 -2.28 0.55
C 1.89 -2.34 2.05
C 2.85 -2.70 -0.22
C 2.80 0.57 -0.81
C 2.07 1.48 -1.81
C 1.81 2.86 -1.22
C 2.92 1.60 -3.08
N -2.42 0.04 0.60
N -3.69 0.04 0.21
H -3.30 -2.63 0.39
H -4.38 -3.00 -0.97
H -2.86 -2.12 -1.23
H -6.34 -1.44 -1.07
H -7.24 0.84 -0.59
H 1.13 1.87 3.07
H 1.27 0.10 3.27
H 0.80 -0.94 -0.93
H 0.12 -0.74 0.68
H 0.81 -3.00 0.32
H 0.99 -2.12 2.62
H 2.23 -3.34 2.33
H 2.67 -1.63 2.32
H 3.12 -3.72 0.03
H 2.68 -2.65 -1.30
H 3.70 -2.06 0.04
H 3.12 -0.34 -1.32
H 3.67 1.09 -0.42
H 1.11 1.03 -2.07
H 1.32 3.50 -1.95
H 2.74 3.33 -0.91
H 1.16 2.81 -0.34
H 2.42 2.24 -3.81
H 3.88 2.04 -2.84
H 3.08 0.63 -3.53
*
```

For the total energy, the calculation gives -1162.32110 a.u. As for the SMILES: Cc1ccnc2nc(C(=O)OCC(=O)N(CC(C)C)CC(C)C)nn12. As for the HOMO energy: -9.0 eV. The energy above the lowest of the compared OMol25 structures with the same formula, charge and spin is 47.6 kcal per mole. The calculation puts the orbital gap at 8.79 eV.

These are the natural (NBO) partial charges, in e, on atoms 1 to 6:
1 C -0.653
2 C 0.272
3 C -0.312
4 C 0.090
5 N -0.407
6 C 0.478

***

Entry 2:
The following is a DFT calculation (the ωB97M-V functional and the def2-TZVPD basis) of the molecule C17H25NO10 in a non-equilibrium geometry.

```
! wB97M-V def2-TZVPD RIJCOSX def2/J DEFGRID3
* xyz 0 1
C 6.80 1.60 -0.59
C 5.53 1.55 -1.43
O 4.36 1.77 -0.63
C 3.86 0.73 0.03
O 4.31 -0.39 -0.03
C 2.64 1.12 0.83
C 1.40 0.40 0.31
C 0.13 0.81 1.08
C -1.12 0.96 0.21
C -1.66 2.37 0.11
O -1.44 3.24 0.91
O -2.41 2.49 -0.97
C -3.16 3.70 -1.13
C -4.42 3.67 -0.27
C -2.13 0.05 0.97
C -3.20 -0.47 0.03
O -4.23 0.12 -0.17
O -2.83 -1.60 -0.56
C -3.70 -2.16 -1.53
O -1.34 -0.96 1.50
N -0.15 -0.30 2.02
O 0.89 -1.18 1.93
C 1.44 -1.10 0.61
C 0.60 -1.92 -0.38
O 0.13 -1.46 -1.40
O 0.48 -3.16 0.03
C -0.36 -4.02 -0.74
C -0.12 -5.45 -0.28
H 7.66 1.50 -1.23
H 6.80 0.79 0.14
H 6.86 2.55 -0.06
H 5.44 0.58 -1.92
H 5.51 2.35 -2.17
H 2.80 0.85 1.87
H 2.51 2.20 0.75
H 1.28 0.57 -0.77
H 0.27 1.72 1.68
H -0.97 0.55 -0.80
H -3.41 3.74 -2.19
H -2.52 4.55 -0.86
H -4.15 3.74 0.78
H -5.06 4.51 -0.53
H -4.95 2.74 -0.44
H -2.61 0.63 1.77
H -3.10 -2.40 -2.41
H -4.16 -3.06 -1.13
H -4.48 -1.44 -1.80
H 2.45 -1.52 0.66
H -0.11 -3.90 -1.80
H -1.40 -3.72 -0.59
H 0.91 -5.73 -0.44
H -0.76 -6.13 -0.84
H -0.35 -5.54 0.78
*
```

For the total energy, the calculation gives -1469.90020 a.u. As for the SMILES: CCOC(=O)C[C@@H]1[C@H]2[C@H](C(=O)OCC)[C@@H](C(=O)OC)ON2O[C@H]1C(=O)OCC. As for the HOMO energy: -9.2 eV. The energy above the lowest of the compared OMol25 structures with the same formula, charge and spin is 3.9 kcal per mole. The calculation puts the orbital gap at 9.92 eV.

These are the natural (NBO) partial charges, in e, on atoms 1 to 6:
1 C -0.634
2 C -0.078
3 O -0.502
4 C 0.806
5 O -0.616
6 C -0.497

***

Entry 3:
The following is a DFT calculation (the ωB97M-V functional and the def2-TZVPD basis) of C17H26HgN3O6 as an isolated structure.

```
! wB97M-V def2-TZVPD RIJCOSX def2/J DEFGRID3
* xyz 0 2
Hg -0.35 -0.34 -0.47
C 0.10 1.66 2.82
C -0.79 0.50 3.21
O -0.64 -0.62 2.38
C 0.25 -1.63 2.80
C 1.71 -1.23 2.80
O 2.06 -0.75 1.52
C 3.24 0.01 1.50
C 3.29 0.81 0.21
O 2.15 1.60 0.00
C 2.04 2.74 0.83
C 0.57 3.09 0.98
O -0.23 2.05 1.51
H 1.15 1.36 2.87
H -0.06 2.49 3.52
H -1.83 0.82 3.12
H -0.60 0.24 4.26
H 0.10 -2.45 2.09
H -0.01 -1.98 3.80
H 2.31 -2.12 3.06
H 1.90 -0.47 3.56
H 4.13 -0.63 1.55
H 3.28 0.68 2.37
H 3.34 0.12 -0.64
H 4.21 1.41 0.21
H 2.54 3.59 0.36
H 2.51 2.57 1.80
H 0.16 3.32 0.00
H 0.50 3.99 1.61
O -3.25 -3.54 -1.27
C -2.31 -2.79 -1.01
O -2.39 -1.57 -0.67
C -0.91 -3.42 -1.16
C -0.80 -4.68 -1.76
C 0.45 -5.26 -1.87
C 1.56 -4.59 -1.37
C 1.37 -3.35 -0.79
N 0.17 -2.78 -0.69
H -1.70 -5.15 -2.12
H 0.56 -6.23 -2.34
H 2.55 -5.02 -1.43
H 2.20 -2.78 -0.38
C -3.84 2.89 -2.24
N -2.81 2.74 -3.26
C -3.15 3.11 -4.62
C -1.79 1.92 -3.03
N -0.92 1.19 -2.84
H -4.11 3.95 -2.14
H -3.46 2.54 -1.28
H -4.73 2.32 -2.50
H -3.38 4.18 -4.66
H -4.01 2.55 -4.98
H -2.30 2.91 -5.27
*
```

For the total energy, the calculation gives -1432.39812 a.u. As for the HOMO energy (alpha / beta): -6.5 / -8.2 eV. The energy above the lowest of the compared OMol25 structures with the same formula, charge and spin is 1.7 kcal per mole. The calculation puts the orbital gap (alpha / beta) at 7.13 / 7.95 eV.

These are the natural (NBO) partial charges, in e, on atoms 1 to 6:
1 Hg 0.845
2 C -0.091
3 C -0.081
4 O -0.531
5 C -0.082
6 C -0.090

***

Entry 4:
The following is a DFT calculation (the ωB97M-V functional and the def2-TZVPD basis) of C17H26IO2P2Ru as an isolated structure in a non-equilibrium geometry.

```
! wB97M-V def2-TZVPD RIJCOSX def2/J DEFGRID3
* xyz 2 6
C 3.75 5.21 -0.90
C 3.36 3.89 -0.25
H 3.94 5.02 -1.97
H 4.60 5.72 -0.40
H 2.82 5.83 -0.89
O 3.39 2.90 -0.93
I 2.39 3.72 1.66
Ru 0.34 -0.06 -0.85
P -1.07 1.66 -1.35
C -2.35 1.01 -2.50
C -1.93 2.24 0.16
H -2.68 3.00 -0.08
H -1.41 3.68 -2.76
H -1.17 2.65 0.84
H -0.30 4.00 -1.39
H -2.93 0.25 -1.97
H -2.40 1.37 0.64
C -0.60 3.26 -2.14
H -3.00 1.81 -2.88
H 0.27 3.09 -2.79
H -1.83 0.54 -3.35
P 2.08 -0.60 0.50
C 2.74 -2.18 -0.14
C 3.68 0.13 1.05
H 1.34 0.04 2.69
H 1.85 -1.67 2.68
H 0.28 -1.19 1.98
C 1.32 -0.90 2.13
H 3.52 0.92 1.79
H 4.32 -0.65 1.50
H 3.59 -2.50 0.47
H 3.08 -2.00 -1.18
H 4.20 0.58 0.21
H 1.94 -2.93 -0.13
C 0.45 -1.03 -2.40
O 0.57 -1.58 -3.42
C -0.69 -1.59 -0.88
C -1.50 -2.29 -0.26
C -2.30 -2.92 0.66
C -1.72 -3.72 1.64
C -2.54 -4.53 2.42
C -3.92 -4.46 2.19
C -4.56 -3.55 1.30
C -3.72 -2.72 0.55
H -0.67 -3.72 1.79
H -2.12 -5.20 3.18
H -4.57 -5.13 2.75
H -5.68 -3.47 1.18
H -4.15 -1.95 -0.12
*
```

For the total energy, the calculation gives -1888.30373 a.u. As for the HOMO energy (alpha / beta): -12.6 / -14.2 eV. The calculation puts the orbital gap (alpha / beta) at 5.70 / 2.94 eV.

These are the natural (NBO) partial charges, in e, on atoms 1 to 6:
1 C -0.727
2 C 0.475
3 H 0.257
4 H 0.268
5 H 0.250
6 O -0.539

***

Entry 5:
The following is a DFT calculation (the ωB97M-V functional and the def2-TZVPD basis) of the molecule C17H26N2O2S.

```
! wB97M-V def2-TZVPD RIJCOSX def2/J DEFGRID3
* xyz 0 1
C 4.32 -0.50 -4.76
O 4.61 0.44 -3.75
C 3.80 0.48 -2.66
C 4.13 1.44 -1.69
C 3.36 1.55 -0.55
C 2.26 0.73 -0.35
C 1.93 -0.22 -1.31
N 0.83 -1.04 -1.06
C 0.21 -1.92 -1.91
O 0.53 -2.12 -3.06
N -0.85 -2.60 -1.38
C -1.44 -2.59 -0.07
C -2.67 -1.68 0.03
C -2.33 -0.20 -0.10
S -1.26 0.40 1.25
C -2.50 0.67 2.58
C -1.82 0.48 3.94
C -2.83 0.71 5.06
C -3.44 2.10 4.95
C -4.11 2.29 3.59
C -3.10 2.06 2.47
C 2.70 -0.35 -2.46
H 3.33 -0.34 -5.18
H 5.08 -0.35 -5.53
H 4.39 -1.53 -4.38
H 4.98 2.07 -1.86
H 3.61 2.29 0.19
H 1.65 0.83 0.53
H 0.40 -0.87 -0.16
H -1.31 -3.19 -2.07
H -0.70 -2.27 0.67
H -1.74 -3.61 0.18
H -3.16 -1.86 0.99
H -3.38 -1.94 -0.76
H -3.22 0.42 -0.10
H -1.77 -0.01 -1.02
H -3.27 -0.09 2.44
H -1.00 1.19 4.03
H -1.40 -0.52 4.00
H -2.34 0.59 6.02
H -3.62 -0.04 4.99
H -4.18 2.25 5.75
H -2.66 2.85 5.08
H -4.52 3.30 3.51
H -4.93 1.58 3.49
H -3.58 2.19 1.50
H -2.29 2.80 2.54
H 2.42 -1.09 -3.19
*
```

For the total energy, the calculation gives -1321.60260 a.u. As for the SMILES: COc1cccc(NC(=O)NCCCSC2CCCCC2)c1. As for the HOMO energy: -7.9 eV. The energy above the lowest of the compared OMol25 structures with the same formula, charge and spin is 13.4 kcal per mole. The calculation puts the orbital gap at 8.56 eV.

These are the natural (NBO) partial charges, in e, on atoms 1 to 6:
1 C -0.254
2 O -0.512
3 C 0.407
4 C -0.315
5 C -0.173
6 C -0.316

***

Entry 6:
The following is a DFT calculation (the ωB97M-V functional and the def2-TZVPD basis) of the molecule C17H26N4O3 in a non-equilibrium geometry.

```
! wB97M-V def2-TZVPD RIJCOSX def2/J DEFGRID3
* xyz 0 1
O -3.23 4.09 2.88
C -2.65 3.53 1.96
N -1.49 4.13 1.62
C -0.36 3.38 1.08
N -0.89 2.24 0.31
C -1.82 1.40 1.05
C -2.34 0.19 0.33
C -1.39 -1.03 0.34
N -0.05 -0.76 -0.28
C -0.02 -0.35 -1.72
C 1.08 -1.06 -2.48
C 2.11 -0.33 -3.11
C 3.10 -0.95 -3.82
C 3.01 -2.34 -3.99
C 2.05 -3.11 -3.33
C 1.05 -2.45 -2.59
C 1.11 -0.40 0.57
C 1.50 -1.55 1.47
O 1.95 -2.67 0.68
C 2.62 -1.15 2.46
O 3.84 -0.98 1.74
C -3.67 -0.12 1.03
N -4.03 1.15 1.71
C -3.08 2.21 1.26
H -1.31 4.96 2.15
H 0.21 4.06 0.43
H 0.23 2.97 1.92
H -0.13 1.69 -0.13
H -1.42 1.08 2.00
H -2.56 0.48 -0.71
H -1.84 -1.87 -0.20
H -1.28 -1.29 1.37
H 0.11 0.74 -1.81
H -0.98 -0.55 -2.21
H 2.15 0.75 -2.97
H 3.91 -0.36 -4.21
H 3.75 -2.87 -4.58
H 2.09 -4.18 -3.48
H 0.23 -2.97 -2.20
H 0.82 0.47 1.19
H 2.00 -0.11 -0.01
H 0.62 -1.85 2.06
H 1.45 -2.59 -0.19
H 2.37 -0.20 2.96
H 2.70 -1.98 3.22
H 3.99 -1.76 1.19
H -3.57 -0.94 1.73
H -4.44 -0.36 0.30
H -4.06 1.08 2.73
H -3.44 2.57 0.29
*
```

For the total energy, the calculation gives -1108.08287 a.u. As for the SMILES: O=C1NCN[C@@H]2[C@@H](CN(Cc3ccccc3)C[C@@H](O)CO)CN[C@@H]12. As for the HOMO energy: -8.5 eV. The energy above the lowest of the compared OMol25 structures with the same formula, charge and spin is 73.3 kcal per mole. The calculation puts the orbital gap at 9.11 eV.

These are the natural (NBO) partial charges, in e, on atoms 1 to 6:
1 O -0.615
2 C 0.675
3 N -0.622
4 C -0.038
5 N -0.644
6 C -0.067